No. 1
Entry from the OMol25 dataset: a structure of composition H33O16 in a non-equilibrium geometry (the ωB97M-V functional and the def2-TZVPD basis).

Geometry (Å):
O (1.498, 0.482, -2.972)
O (-3.640, -0.968, -1.985)
O (4.715, -0.059, 1.528)
O (1.236, 1.443, 0.774)
O (-3.128, -2.848, 1.707)
O (-3.627, 2.911, 1.190)
O (-0.132, 0.546, -0.955)
O (1.397, 0.122, -5.685)
O (-0.465, 4.479, -1.074)
O (0.236, -2.058, -0.329)
O (-1.613, 0.166, -3.412)
O (0.977, 0.325, 3.126)
O (2.728, -1.872, 2.033)
O (-1.864, -4.521, -0.096)
O (-0.495, 3.496, 2.067)
O (2.612, -1.143, 4.573)
H (4.419, 0.856, 1.561)
H (-3.979, 3.738, 0.850)
H (1.410, -0.019, -3.805)
H (3.439, -1.389, 4.142)
H (-0.091, -2.847, 0.104)
H (2.490, -1.846, 5.221)
H (1.487, -0.462, 2.839)
H (0.722, -0.108, -6.327)
H (-1.324, 3.343, 2.525)
H (-1.019, 3.958, -0.489)
H (-0.010, -2.227, -1.248)
H (1.644, 1.048, -5.757)
H (-3.983, 2.183, 0.680)
H (0.491, 0.242, -1.662)
H (-2.203, -3.070, 1.838)
H (0.401, 1.055, -0.008)
H (-0.276, 4.419, 1.933)
H (-1.827, 0.441, -4.307)
H (-1.949, -5.391, 0.312)
H (2.196, -2.513, 1.559)
H (2.323, 0.974, -3.040)
H (-0.558, 4.284, -2.006)
H (1.360, 0.652, 1.342)
H (-0.924, 0.024, -0.828)
H (-2.734, -4.244, -0.391)
H (-3.680, -0.658, -1.077)
H (5.664, -0.047, 1.686)
H (0.749, 2.143, 1.250)
H (1.338, 0.337, 4.029)
H (3.379, -1.393, 1.497)
H (-2.454, -0.081, -2.984)
H (-3.280, -1.974, 2.077)
H (-3.659, -1.927, -2.008)

Forces on the atoms, in the same order (eV/Å):
O 0.17 -0.25 0.05
O 0.02 0.40 -0.19
O -0.06 0.03 -0.05
O -0.55 -0.22 -0.95
O -0.40 0.15 -0.25
O 0.54 -0.01 0.39
O -0.30 0.97 0.49
O 0.28 -0.42 0.44
O 0.74 0.74 0.53
O -0.10 -0.01 -0.21
O -0.01 -0.03 0.16
O 0.44 -0.60 0.08
O -0.30 0.27 0.48
O 0.65 -0.03 -0.05
O 0.83 -0.87 -0.60
O 0.41 -0.30 0.85
H 0.11 0.04 0.03
H -0.22 -0.15 -0.20
H -0.08 0.28 0.03
H -0.16 0.10 -0.24
H -0.24 -0.42 0.22
H -0.13 0.14 0.09
H -0.28 -0.16 0.06
H 0.04 0.33 -0.16
H -0.15 0.51 -0.03
H -0.28 -0.37 -0.53
H 0.19 0.02 -0.01
H -0.31 0.03 -0.43
H -0.28 0.22 -0.18
H -0.19 0.22 -0.36
H 0.05 0.10 0.02
H 0.75 -0.38 -0.55
H -0.48 0.19 0.30
H -0.07 0.02 0.01
H -0.21 0.14 -0.18
H 0.38 0.15 -0.59
H -0.05 -0.14 0.13
H -0.48 -0.48 0.13
H -0.16 0.96 0.60
H 0.19 -0.40 -0.22
H -0.16 -0.18 0.29
H -0.19 -0.44 0.14
H -0.04 0.02 -0.03
H 0.10 0.05 0.85
H -0.26 0.33 -0.16
H -0.09 -0.41 -0.34
H 0.22 -0.07 -0.36
H 0.17 -0.07 0.24
H -0.05 -0.02 0.29

The charge is +1. For the energy relative to the best compared isomer or geometry (same formula, charge and spin), the calculation gives 2.0940 eV. The calculation puts the HOMO-LUMO gap at 10.87 eV.

These are the Mulliken partial charges, in e, on atoms 1 to 2: -0.6022, -0.6409



No. 2
Entry from the OMol25 dataset: a cluster of 16 separate species, H33O16 in total in a non-equilibrium geometry (the ωB97M-V functional and the def2-TZVPD basis).

Geometry (Å):
O (2.099, 2.179, -3.988)
O (-1.466, -5.069, -0.382)
O (-0.280, 2.166, 2.253)
O (-2.042, 0.165, 2.143)
O (-3.355, -2.663, -0.431)
O (2.000, -0.649, 4.569)
O (-1.101, -0.668, -2.757)
O (2.444, 3.474, -1.846)
O (2.081, 0.730, -1.289)
O (-1.961, 1.713, -3.425)
O (-0.202, 1.988, -0.609)
O (3.631, -2.703, -1.776)
O (1.720, 2.105, 4.569)
O (2.045, -1.724, 0.359)
O (-4.331, 1.236, 2.902)
O (-1.428, -0.714, -0.031)
H (2.653, 0.591, -0.529)
H (4.296, -2.141, -2.193)
H (0.234, 2.019, 1.440)
H (-0.523, -0.679, -0.361)
H (0.463, 2.672, -0.778)
H (1.220, 2.731, 5.091)
H (-1.832, -0.099, -3.071)
H (-1.491, 1.884, -2.603)
H (0.354, 1.190, -0.631)
H (1.455, -0.627, 3.778)
H (1.666, 1.164, 4.789)
H (1.781, -2.429, 0.958)
H (3.483, -3.363, -2.465)
H (0.446, 2.321, 2.879)
H (-1.487, -1.545, -2.858)
H (2.677, -2.177, -0.229)
H (-1.775, -0.476, 1.000)
H (3.057, 3.522, -2.579)
H (-2.986, 0.464, 2.199)
H (-1.525, 1.010, 2.135)
H (1.776, 2.353, -4.878)
H (-2.666, -3.248, -0.776)
H (-0.734, -4.536, -0.061)
H (-3.502, -3.005, 0.458)
H (1.376, 1.737, -3.536)
H (-1.992, -1.462, -0.340)
H (-1.559, -5.824, 0.206)
H (-4.727, 0.517, 3.415)
H (2.350, 2.570, -1.541)
H (2.325, 0.213, -2.058)
H (-5.052, 1.446, 2.294)
H (-2.537, 2.405, -3.745)
H (2.924, -0.766, 4.333)

Forces on the atoms, in the same order (eV/Å):
O 0.15 -0.50 -0.66
O -0.22 0.44 -0.22
O 0.91 -0.15 -0.41
O -0.48 -0.44 -0.75
O 0.76 0.50 0.04
O -0.32 0.07 0.49
O -0.50 -0.52 0.02
O -0.40 1.16 1.41
O -0.54 0.44 0.32
O 0.18 -1.04 -0.47
O 0.24 -0.25 0.21
O 0.22 0.07 -0.52
O 0.39 0.55 -1.39
O -0.11 -0.33 0.07
O -0.64 -0.50 -0.22
O -0.98 -0.53 0.28
H 0.30 -0.59 -0.33
H 0.08 0.10 0.29
H -0.74 0.31 -0.18
H 0.06 -0.27 -0.11
H -0.28 0.30 -0.19
H -0.17 -0.57 0.58
H 0.48 0.33 -0.03
H -0.28 0.83 0.13
H -0.09 0.33 -0.47
H 0.30 -0.18 -0.28
H -0.29 0.20 0.75
H 0.02 0.10 0.21
H -0.22 -0.15 0.23
H -0.23 -0.09 0.73
H 0.28 -0.15 -0.15
H -0.10 0.23 -0.22
H 0.68 1.32 0.80
H -0.12 -0.45 -0.14
H 0.31 0.00 0.29
H 0.40 -0.07 0.32
H -0.04 -0.09 -0.05
H -0.34 -0.67 -0.10
H 0.19 -0.32 0.17
H -0.17 -0.11 0.01
H -0.24 0.20 -0.06
H 0.01 0.05 -0.44
H 0.10 0.03 0.04
H 0.19 0.13 0.30
H 0.59 -0.23 -0.60
H 0.45 -0.32 0.16
H 0.14 0.35 -0.08
H 0.10 0.48 0.53
H -0.07 0.01 -0.31

The charge is +1. For the energy relative to the best compared isomer or geometry (same formula, charge and spin), the calculation gives 2.1428 eV. The calculation puts the HOMO-LUMO gap at 9.61 eV.

These are the Mulliken partial charges, in e, on atoms 1 to 2: -0.5783, -0.6417



No. 3
Entry from the OMol25 dataset: a cluster of 17 separate species, H34O17 in total in a non-equilibrium geometry (the ωB97M-V functional and the def2-TZVPD basis).

Geometry (Å):
O (0.692, -3.764, -0.910)
O (-3.574, 2.645, -1.456)
O (-0.495, -1.331, -1.888)
O (0.711, 2.733, 0.463)
O (2.445, -4.872, 0.288)
O (3.926, 2.736, 1.429)
O (-1.361, 4.546, -3.459)
O (0.188, 0.837, -3.226)
O (2.196, -1.498, 1.781)
O (-1.070, 4.040, 3.112)
O (-2.540, -2.843, -0.242)
O (-2.844, 2.064, 0.871)
O (-4.435, -2.582, -2.949)
O (-0.595, -2.585, 2.820)
O (2.611, -1.797, -0.947)
O (-0.148, 0.098, 0.610)
O (3.233, 0.652, 3.908)
H (-3.314, 1.206, 0.674)
H (2.533, -0.571, 1.788)
H (-1.541, 3.625, 2.340)
H (3.365, 3.364, 1.977)
H (-3.463, 2.551, 1.354)
H (0.142, 0.045, -3.238)
H (-0.530, -0.822, -0.992)
H (0.735, -3.986, -1.705)
H (2.679, -4.647, -0.801)
H (-2.028, 4.121, -4.018)
H (-2.742, 2.483, -1.014)
H (-1.311, -0.902, -2.112)
H (2.514, -1.907, 0.998)
H (0.599, 3.772, 0.563)
H (-2.727, -2.595, 0.653)
H (1.341, 2.464, 1.103)
H (2.709, -2.716, -1.134)
H (0.928, 1.195, -2.716)
H (-1.600, -2.723, -0.381)
H (-1.086, 4.089, -2.707)
H (0.827, -2.784, -0.966)
H (-4.550, -2.234, -2.058)
H (-3.600, -3.057, -3.050)
H (0.657, 0.394, 1.111)
H (2.927, 0.994, 2.987)
H (-0.593, -1.696, 2.664)
H (-3.588, 3.577, -1.704)
H (-0.832, 0.663, 1.005)
H (4.459, 2.084, 1.750)
H (1.503, -5.370, 0.106)
H (3.803, -0.144, 3.690)
H (3.327, -1.370, -1.485)
H (0.264, -2.973, 2.461)
H (-0.745, 4.786, 2.656)

Forces on the atoms, in the same order (eV/Å):
O -1.08 4.88 9.67
O -0.63 0.28 -1.00
O -0.20 1.12 2.91
O -1.62 3.79 -0.92
O -1.19 -1.62 -4.91
O -3.94 4.01 -2.22
O -0.65 2.20 -2.26
O 0.91 17.13 -0.27
O -0.21 1.71 1.85
O -1.32 -1.78 -1.02
O -0.53 -0.04 -0.83
O 1.34 -3.02 -0.48
O -0.38 0.11 -0.63
O 1.20 -4.74 0.05
O 1.28 1.72 -0.80
O 0.59 0.47 1.25
O 0.24 -0.31 -2.86
H 0.66 1.42 0.25
H -0.26 -1.44 -0.24
H 0.48 -0.10 1.29
H 1.98 -1.91 -0.23
H -1.66 1.25 1.10
H -0.33 -15.92 0.34
H 1.43 -1.22 -1.28
H 0.02 -3.30 -11.06
H -0.98 -1.28 5.04
H 0.50 -0.45 0.86
H 0.19 0.21 0.19
H -1.25 -0.12 -1.47
H 0.54 -0.34 -1.41
H 0.62 -3.46 -0.15
H 0.14 0.03 0.81
H 1.13 0.03 0.96
H 0.14 -1.16 -0.07
H -0.44 -0.73 -0.20
H 0.36 -0.07 0.03
H 0.16 -1.83 1.41
H -0.59 -1.01 0.33
H 0.67 -0.42 -0.04
H -0.23 0.28 0.72
H -1.13 -0.84 -1.00
H 0.89 -0.83 2.54
H 0.48 3.57 -0.83
H 0.12 -0.16 -0.02
H 0.01 0.06 -0.34
H 1.95 -2.10 2.60
H 3.51 2.07 0.86
H -1.08 1.26 0.40
H -1.03 -0.41 0.74
H -1.70 1.22 0.68
H 0.89 1.83 -0.31

For the energy relative to the best compared isomer or geometry (same formula, charge and spin), the calculation gives 7.8480 eV. The calculation puts the HOMO-LUMO gap at 9.83 eV.

These are the Mulliken partial charges, in e, on atoms 1 to 2: -0.5391, -0.6275



E list, top to bottom, in eV: -33290.377 -33290.328 -35354.163
LUMO level list, top to bottom, in eV: -2.675 -2.988 -0.713